No. 1
# C26H49BIN2O12S

5 unconnected molecules or ions with the total composition C26H49BIN2O12S (ωB97M-V/def2-TZVPD, the Open Molecules 2025 dataset).

Cartesian coordinates (Å):
1 C 3.296 -2.430 2.560
2 O 2.341 -2.397 1.435
3 B 2.347 -1.008 0.852
4 O 3.570 -0.553 0.162
5 C 0.947 -0.156 1.029
6 C 0.751 0.962 2.259
7 S 2.110 1.321 3.544
8 C -0.730 1.741 2.308
9 C -1.089 2.885 3.426
10 C -0.310 4.275 2.916
11 O 1.014 4.456 3.532
12 C -1.779 1.229 1.108
13 C -3.316 1.888 1.070
14 C -4.047 1.344 2.455
15 C -5.387 0.437 2.194
16 O -6.229 0.898 1.075
17 N -1.459 0.209 0.068
18 N -0.217 -0.343 0.096
19 I 0.151 -1.729 -1.451
20 H 3.794 -1.358 2.716
21 H 4.135 -3.220 2.251
22 H 2.695 -2.774 3.518
23 H 3.566 0.445 0.051
24 H 1.561 0.906 4.798
25 H -0.681 2.645 4.508
26 H -2.220 3.175 3.499
27 H -0.952 5.232 3.149
28 H -0.143 4.246 1.736
29 H 0.969 4.480 4.534
30 H -3.260 3.062 1.011
31 H -3.847 1.495 0.097
32 H -3.269 0.666 3.054
33 H -4.270 2.257 3.192
34 H -5.070 -0.699 2.125
35 H -6.041 0.517 3.190
36 H -6.282 0.083 0.462
37 O 7.467 1.948 -4.038
38 C 7.097 0.787 -3.869
39 O 5.783 0.505 -3.720
40 C 5.230 -0.824 -3.720
41 C 5.283 -1.431 -2.332
42 C 8.096 -0.321 -3.727
43 H 5.712 -1.453 -4.475
44 H 4.184 -0.723 -4.027
45 H 6.312 -1.539 -1.980
46 H 4.808 -2.416 -2.324
47 H 4.769 -0.785 -1.613
48 H 8.427 -0.378 -2.687
49 H 8.956 -0.096 -4.366
50 H 7.725 -1.291 -4.051
51 O -4.911 -2.749 3.059
52 C -5.940 -3.387 2.843
53 O -6.503 -4.128 3.825
54 C -7.801 -4.743 3.738
55 C -7.713 -6.102 3.075
56 C -6.537 -3.433 1.468
57 H -8.521 -4.079 3.248
58 H -8.152 -4.868 4.769
59 H -7.355 -6.025 2.045
60 H -8.691 -6.591 3.066
61 H -7.003 -6.743 3.609
62 H -6.045 -4.218 0.888
63 H -6.365 -2.467 0.984
64 H -7.614 -3.588 1.462
65 O 10.727 -1.588 -4.118
66 C 11.543 -1.224 -4.963
67 O 12.847 -1.081 -4.635
68 C 13.906 -0.860 -5.584
69 C 14.057 0.616 -5.891
70 C 11.097 -0.841 -6.342
71 H 13.763 -1.466 -6.484
72 H 14.825 -1.224 -5.112
73 H 13.155 1.025 -6.355
74 H 14.901 0.786 -6.566
75 H 14.223 1.183 -4.969
76 H 10.779 0.205 -6.340
77 H 10.248 -1.474 -6.620
78 H 11.854 -0.996 -7.108
79 O -9.985 0.688 -0.287
80 C -10.037 1.664 0.459
81 O -10.932 2.652 0.229
82 C -11.212 3.727 1.144
83 C -10.240 4.872 0.946
84 C -9.052 1.826 1.578
85 H -11.238 3.369 2.178
86 H -12.226 4.072 0.913
87 H -9.212 4.567 1.156
88 H -10.493 5.710 1.601
89 H -10.262 5.217 -0.093
90 H -8.142 2.293 1.191
91 H -8.808 0.834 1.971
92 H -9.434 2.400 2.420

HOMO, eV: -11.268
Frontier orbital gap, hartree: 0.2395
LUMO level, Eh: -0.175
Net charge: +1

No. 2
# C14H18AgN5OS2

A molecular structure, C14H18AgN5OS2 (ωB97M-V/def2-TZVPD, the Open Molecules 2025 dataset).

Cartesian coordinates (Å):
1 Ag -0.642 1.104 0.275
2 C -3.219 -3.016 -0.650
3 C -2.128 -1.994 -0.487
4 N -2.318 -0.736 -0.552
5 N -3.569 -0.270 -0.800
6 C -3.786 1.064 -0.958
7 N -5.058 1.368 -1.304
8 S -2.641 2.260 -0.785
9 C -0.722 -2.411 -0.224
10 C -0.438 -3.549 0.519
11 C 0.888 -3.857 0.779
12 C 1.874 -3.031 0.272
13 C 1.488 -1.920 -0.466
14 N 0.223 -1.607 -0.710
15 H -3.732 -2.878 -1.607
16 H -3.961 -2.938 0.149
17 H -2.817 -4.025 -0.646
18 H -4.315 -0.917 -1.016
19 H -5.802 0.696 -1.221
20 H -5.304 2.342 -1.305
21 H -1.232 -4.168 0.916
22 H 1.142 -4.724 1.374
23 H 2.922 -3.227 0.448
24 H 2.231 -1.243 -0.872
25 S 0.815 0.394 2.156
26 C 2.175 0.779 1.148
27 C 3.500 0.535 1.558
28 C 4.540 0.847 0.712
29 C 4.268 1.406 -0.537
30 C 2.945 1.620 -0.865
31 N 1.923 1.315 -0.064
32 H 3.680 0.107 2.534
33 H 5.563 0.662 1.019
34 H 5.057 1.668 -1.228
35 H 2.674 2.054 -1.822
36 C 0.793 4.259 1.013
37 O 0.020 4.189 -0.184
38 H 0.394 5.005 1.706
39 H 1.842 4.486 0.802
40 H 0.742 3.280 1.487
41 H -0.017 5.071 -0.563

Energy above the lowest of the compared OMol25 structures with the same formula, charge and spin, kJ/mol: 0.0
HOMO, eV: -6.679
Frontier orbital gap, hartree: 0.2505
LUMO level, Eh: 0.005
Net charge: 0

No. 3
# C2H5ClO3

2 unconnected molecules or ions with the total composition C2H5ClO3 (ωB97M-V/def2-TZVPD, the Open Molecules 2025 dataset).

Cartesian coordinates (Å):
1 C 0.694 -0.823 -0.286
2 C -0.445 0.098 -0.374
3 O 1.182 -0.977 1.010
4 O -0.447 0.853 -1.453
5 O -0.101 1.465 1.051
6 Cl -2.006 -0.630 0.044
7 H 0.162 -1.678 -0.716
8 H 1.549 -0.514 -0.989
9 H 1.031 -0.139 1.400
10 H -1.212 1.384 -1.508
11 H -0.406 0.960 1.821

Energy above the lowest of the compared OMol25 structures with the same formula, charge and spin, kJ/mol: 208.7
HOMO, eV: -10.577
Frontier orbital gap, hartree: 0.3948
LUMO level, Eh: 0.006
Net charge: 0

No. 4
# C31H33ClN2NbO2Si2

A molecular structure, C31H33ClN2NbO2Si2 (ωB97M-V/def2-TZVPD, the Open Molecules 2025 dataset).

Cartesian coordinates (Å):
1 C -0.738 -0.055 0.914
2 C -1.616 0.108 -0.198
3 C -1.415 -0.988 -1.096
4 H -2.327 0.924 -0.323
5 C -0.412 -1.850 -0.543
6 C 0.027 -1.272 0.706
7 H 0.588 -1.782 1.483
8 H -0.751 0.540 1.823
9 H -2.009 -1.196 -1.978
10 H -0.108 -2.816 -0.947
11 Nb 0.551 0.090 -0.852
12 Si 0.618 0.183 -6.686
13 C 0.873 1.691 -7.728
14 C 2.123 2.043 -8.262
15 H 3.012 1.473 -7.990
16 C 2.212 3.109 -9.166
17 H 3.180 3.371 -9.602
18 C 1.060 3.817 -9.530
19 H 1.129 4.636 -10.243
20 C -0.178 3.493 -8.959
21 H -1.079 4.048 -9.232
22 C -0.270 2.439 -8.049
23 H -1.238 2.181 -7.608
24 C 1.062 -1.287 -7.729
25 C 0.423 -1.364 -8.983
26 H -0.301 -0.598 -9.287
27 C 0.714 -2.410 -9.869
28 H 0.209 -2.459 -10.833
29 C 1.651 -3.388 -9.512
30 H 1.878 -4.202 -10.201
31 C 2.287 -3.317 -8.264
32 H 3.012 -4.086 -7.983
33 C 1.991 -2.277 -7.367
34 H 2.493 -2.233 -6.394
35 H -0.844 0.039 -6.633
36 Si 0.551 0.345 -4.147
37 C -0.207 -1.343 -4.016
38 C -1.521 -1.447 -4.537
39 H -2.148 -0.552 -4.611
40 C -1.987 -2.656 -5.052
41 H -2.948 -2.683 -5.567
42 C -1.212 -3.811 -4.924
43 H -1.567 -4.751 -5.343
44 C 0.021 -3.742 -4.272
45 H 0.615 -4.646 -4.157
46 C 0.522 -2.527 -3.792
47 H 1.486 -2.484 -3.271
48 C -0.497 1.862 -3.935
49 C -1.843 1.907 -3.536
50 H -2.270 1.098 -2.932
51 C -2.633 2.990 -3.954
52 H -3.698 2.984 -3.722
53 C -2.087 4.029 -4.719
54 H -2.721 4.834 -5.098
55 C -0.715 4.040 -5.001
56 H -0.275 4.835 -5.614
57 C 0.086 2.993 -4.547
58 H 1.163 3.002 -4.754
59 H 1.633 0.439 -5.150
60 Cl 2.217 0.714 -2.753
61 C 1.854 2.625 2.921
62 O 2.486 1.333 2.586
63 C 2.144 0.814 1.435
64 O 1.468 1.424 0.550
65 N 2.487 -0.482 1.253
66 N 2.419 -0.869 -0.135
67 H 2.339 2.873 3.863
68 H 0.778 2.493 3.082
69 H 2.042 3.373 2.142
70 H 3.326 -0.788 1.747
71 H 3.269 -0.575 -0.639
72 H 2.430 -1.893 -0.221

HOMO (alpha / beta), eV: -15.990 / -15.992
Frontier orbital gap (alpha / beta), hartree: 0.2332 / 0.2339
LUMO level (alpha / beta), Eh: -0.354 / -0.354
Net charge: +3

No. 5
# C6H6O

C6H6O in the gas phase (ωB97M-V/def2-TZVPD, the Open Molecules 2025 dataset).

Cartesian coordinates (Å):
1 O -2.303 -0.892 0.256
2 C -1.025 -0.420 0.123
3 C 0.017 -1.127 -0.534
4 C 1.290 -0.675 -0.281
5 C 1.504 0.696 -0.076
6 C 0.401 1.498 0.234
7 C -0.766 0.832 0.657
8 H -2.386 -1.773 -0.124
9 H -0.373 -1.752 -1.341
10 H 2.127 -1.357 -0.341
11 H 2.499 1.109 -0.172
12 H 0.444 2.574 0.210
13 H -1.430 1.287 1.389

Energy above the lowest of the compared OMol25 structures with the same formula, charge and spin, kJ/mol: 122.4
HOMO, eV: -8.404
Frontier orbital gap, hartree: 0.3345
LUMO level, Eh: 0.026
Net charge: 0
Structure (SMILES): Oc1ccccc1

No. 6
# C23H22FN3O3RhS2

A molecular structure, C23H22FN3O3RhS2 (ωB97M-V/def2-TZVPD, the Open Molecules 2025 dataset).

Cartesian coordinates (Å):
1 Rh -0.110 1.972 -4.633
2 F -2.396 1.188 1.634
3 C -1.131 1.035 1.196
4 C -0.824 1.348 -0.095
5 C 0.476 1.132 -0.564
6 C 0.802 1.458 -1.951
7 O -0.144 1.922 -2.652
8 C 2.134 1.243 -2.362
9 C 3.016 0.716 -1.458
10 N 2.717 0.357 -0.198
11 C 3.750 -0.184 0.662
12 C 3.657 -1.622 1.083
13 C 4.699 -1.189 0.095
14 C 1.440 0.583 0.290
15 C 1.103 0.297 1.620
16 C -0.174 0.523 2.084
17 N -0.482 0.197 3.444
18 C -1.003 -1.147 3.672
19 C -0.552 -1.585 5.076
20 N -0.235 -0.343 5.865
21 C -1.296 0.701 5.676
22 C -1.238 1.183 4.214
23 C 2.735 1.608 -3.718
24 O 3.941 1.480 -3.829
25 O 1.938 2.038 -4.620
26 H -1.578 1.739 -0.765
27 H 4.039 0.580 -1.782
28 H 4.138 0.537 1.372
29 H 2.823 -2.192 0.694
30 H 3.965 -1.876 2.088
31 H 4.561 -1.492 -0.933
32 H 5.728 -1.127 0.415
33 H 1.844 -0.090 2.305
34 H -0.595 -1.828 2.930
35 H -2.096 -1.179 3.590
36 H 0.357 -2.183 5.050
37 H -1.324 -2.129 5.616
38 H 0.639 0.037 5.496
39 H -0.105 -0.565 6.850
40 H -1.119 1.506 6.385
41 H -2.243 0.223 5.917
42 H -0.724 2.141 4.144
43 H -2.262 1.320 3.861
44 S -2.261 2.188 -5.158
45 C -2.871 0.563 -5.243
46 C -4.243 0.284 -5.330
47 C -4.672 -1.021 -5.398
48 C -3.750 -2.076 -5.371
49 C -2.402 -1.816 -5.284
50 C -1.956 -0.488 -5.238
51 S -0.255 -0.115 -5.249
52 H -4.950 1.103 -5.342
53 H -5.731 -1.234 -5.467
54 H -4.098 -3.099 -5.420
55 H -1.679 -2.623 -5.266

Energy above the lowest of the compared OMol25 structures with the same formula, charge and spin, kJ/mol: 0.0
HOMO, eV: -9.378
Frontier orbital gap, hartree: 0.2164
LUMO level, Eh: -0.128
Net charge: +1

No. 7
# C6H3Br5

A molecular structure, C6H3Br5 (ωB97M-V/def2-TZVPD, the Open Molecules 2025 dataset).

Cartesian coordinates (Å):
1 C 0.011 -1.179 -0.640
2 C -1.299 -1.136 0.117
3 C 0.716 -0.083 -0.535
4 C -1.600 -0.044 0.854
5 C -0.629 1.028 0.873
6 C 1.986 0.593 -0.814
7 Br 0.326 -2.815 -1.652
8 Br -2.424 -2.641 -0.011
9 Br -3.157 0.032 1.884
10 Br 0.314 1.343 2.561
11 Br -1.252 2.692 0.133
12 H 1.997 0.641 -1.896
13 H 2.851 0.087 -0.581
14 H 2.161 1.482 -0.293

Energy above the lowest of the compared OMol25 structures with the same formula, charge and spin, kJ/mol: 0.0
HOMO, eV: -8.988
Frontier orbital gap, hartree: 0.3030
LUMO level, Eh: -0.027
Net charge: 0

No. 8
# C27H38N8O8PPbS3

A molecular structure, C27H38N8O8PPbS3 (ωB97M-V/def2-TZVPD, the Open Molecules 2025 dataset).

Cartesian coordinates (Å):
1 Pb -0.183 -0.157 -0.330
2 N 3.130 0.089 1.622
3 C 3.972 0.840 0.862
4 C 5.343 0.625 0.861
5 C 6.224 1.521 0.239
6 C 5.765 2.645 -0.394
7 C 4.372 2.854 -0.494
8 C 3.814 3.960 -1.177
9 C 2.465 4.061 -1.319
10 C 1.649 3.039 -0.791
11 N 2.115 2.025 -0.107
12 C 3.466 1.932 0.085
13 H 3.411 -0.859 1.819
14 H 2.133 0.157 1.493
15 H 5.728 -0.252 1.369
16 H 7.289 1.326 0.282
17 H 6.447 3.363 -0.837
18 H 4.478 4.706 -1.599
19 H 2.009 4.881 -1.860
20 H 0.576 3.052 -0.963
21 O -1.132 -0.501 3.659
22 S -0.979 -1.123 2.355
23 O -1.315 -2.532 2.328
24 O 0.433 -0.917 1.814
25 O -1.813 -0.349 1.328
26 C -3.824 5.132 0.267
27 N -2.922 4.210 -0.396
28 C -2.291 4.726 -1.600
29 P -2.329 2.854 0.391
30 O -1.610 2.039 -0.642
31 N -1.455 3.394 1.695
32 C -0.698 4.642 1.581
33 C -0.755 2.403 2.527
34 N -3.676 2.164 1.066
35 C -4.365 1.218 0.169
36 C -3.755 1.789 2.481
37 H -3.310 6.044 0.603
38 H -4.272 4.643 1.129
39 H -4.621 5.434 -0.419
40 H -3.049 4.931 -2.365
41 H -1.598 3.986 -1.994
42 H -1.744 5.661 -1.412
43 H -1.148 5.309 0.850
44 H 0.341 4.460 1.291
45 H -0.696 5.143 2.553
46 H -1.291 1.458 2.563
47 H -0.680 2.784 3.548
48 H 0.256 2.215 2.153
49 H -4.323 1.594 -0.853
50 H -5.414 1.153 0.470
51 H -3.909 0.226 0.205
52 H -3.278 0.828 2.689
53 H -4.813 1.728 2.750
54 H -3.281 2.558 3.087
55 O 2.762 -4.165 -1.349
56 S 2.147 -3.577 -0.183
57 O 3.037 -2.962 0.760
58 N 0.925 -2.577 -0.704
59 C -0.250 -3.173 -0.539
60 S -1.672 -2.443 -1.114
61 C -0.205 -4.474 0.178
62 C -1.257 -5.279 0.569
63 C -0.976 -6.378 1.364
64 C 0.329 -6.667 1.760
65 C 1.389 -5.868 1.349
66 C 1.085 -4.783 0.553
67 H -2.269 -5.014 0.289
68 H -1.783 -7.011 1.714
69 H 0.521 -7.514 2.408
70 H 2.409 -6.073 1.651
71 N 0.733 2.309 -3.838
72 C 0.212 1.273 -3.799
73 N -0.438 0.105 -3.738
74 C -1.723 0.031 -4.448
75 C -1.466 -0.334 -5.898
76 O -0.736 -1.547 -6.010
77 C 0.518 -1.482 -5.332
78 C 0.326 -1.151 -3.865
79 H -2.234 0.991 -4.380
80 H -2.324 -0.732 -3.953
81 H -0.903 0.482 -6.372
82 H -2.400 -0.481 -6.439
83 H 1.158 -0.730 -5.811
84 H 0.979 -2.462 -5.437
85 H 1.280 -1.064 -3.348
86 H -0.261 -1.931 -3.384

Energy above the lowest of the compared OMol25 structures with the same formula, charge and spin, kJ/mol: 82.5
HOMO, eV: -5.145
Frontier orbital gap, hartree: 0.2765
LUMO level, Eh: 0.087
Net charge: -1

No. 9
# C3H5NO2S

A molecular structure, C3H5NO2S (ωB97M-V/def2-TZVPD, the Open Molecules 2025 dataset).

Cartesian coordinates (Å):
1 C 0.109 0.324 0.125
2 C -0.699 1.354 -0.287
3 C 0.630 -1.524 -0.453
4 N 0.483 0.348 1.320
5 O 1.138 -1.934 0.772
6 O -2.029 3.316 -1.098
7 S -1.069 3.102 -0.055
8 H 0.561 -2.490 1.253
9 H -1.424 1.250 -1.105
10 H -0.194 -2.027 -1.020
11 H 1.438 -1.334 -1.115
12 H 1.056 -0.386 1.664

Energy above the lowest of the compared OMol25 structures with the same formula, charge and spin, kJ/mol: 519.9
HOMO (alpha / beta), eV: -8.910 / -8.794
Frontier orbital gap (alpha / beta), hartree: 0.2923 / 0.2885
LUMO level (alpha / beta), Eh: -0.035 / -0.035
Net charge: 0

No. 10
# C25H25ClN2O4

C25H25ClN2O4 in the gas phase (ωB97M-V/def2-TZVPD, the Open Molecules 2025 dataset).

Cartesian coordinates (Å):
1 C -2.602 1.877 0.275
2 O -2.495 0.971 1.347
3 C -2.028 -0.278 1.084
4 C -1.639 -0.739 -0.155
5 C -1.169 -2.049 -0.319
6 C -0.760 -2.524 -1.621
7 N -0.860 -1.782 -2.647
8 O -0.415 -2.352 -3.842
9 C -0.604 -1.459 -4.917
10 C 0.408 -0.303 -4.985
11 O 0.215 0.641 -5.719
12 N 1.477 -0.492 -4.180
13 C 2.582 0.336 -3.956
14 C 3.514 -0.076 -3.009
15 C 4.634 0.696 -2.740
16 C 5.650 0.239 -1.736
17 C 4.810 1.886 -3.431
18 C 3.887 2.311 -4.379
19 C 4.103 3.601 -5.110
20 C 2.771 1.531 -4.640
21 C -1.096 -2.887 0.786
22 C -1.485 -2.436 2.037
23 C -1.951 -1.142 2.206
24 O -2.355 -0.595 3.378
25 C -2.307 -1.372 4.550
26 C -2.794 -0.555 5.720
27 C -3.207 0.760 5.560
28 C -3.651 1.494 6.646
29 C -3.681 0.906 7.899
30 Cl -4.235 1.816 9.261
31 C -3.271 -0.407 8.077
32 C -2.830 -1.130 6.985
33 H -2.993 2.797 0.708
34 H -3.294 1.514 -0.490
35 H -1.628 2.076 -0.182
36 H -1.682 -0.114 -1.031
37 H -0.362 -3.539 -1.683
38 H -1.609 -1.027 -4.895
39 H -0.499 -2.064 -5.822
40 H 1.469 -1.346 -3.635
41 H 3.361 -1.005 -2.477
42 H 6.100 1.089 -1.228
43 H 5.199 -0.416 -0.995
44 H 6.446 -0.313 -2.236
45 H 5.680 2.494 -3.229
46 H 3.287 3.795 -5.801
47 H 4.169 4.429 -4.406
48 H 5.035 3.567 -5.671
49 H 2.043 1.845 -5.369
50 H -0.737 -3.899 0.675
51 H -1.420 -3.108 2.877
52 H -2.942 -2.266 4.444
53 H -1.277 -1.708 4.746
54 H -3.179 1.204 4.578
55 H -3.973 2.516 6.521
56 H -3.299 -0.854 9.058
57 H -2.510 -2.153 7.119

Energy above the lowest of the compared OMol25 structures with the same formula, charge and spin, kJ/mol: 260.9
HOMO, eV: -8.255
Frontier orbital gap, hartree: 0.3185
LUMO level, Eh: 0.015
Net charge: 0
Structure (SMILES): COc1cc(/C=N/OCC(=O)Nc2cc(C)cc(C)c2)ccc1OCc1ccc(Cl)cc1